Entry 1:
Here is H30O19S as an isolated structure from OMol25. Energies are from the ωB97M-V functional and the def2-TZVPD basis.

As for the spin multiplicity: 1. The value obtained for the gap between HOMO and LUMO is 9.64 eV. The calculation puts the total energy at -1845.7060 Eh. The value obtained for the HOMO energy is -4.7 eV. As for the energy above the lowest of the compared OMol25 structures with the same formula, charge and spin: 663.97 kJ/mol. As for the net charge: -2.

Positions of all 50 atoms, in Å:
1 S 0.041 -0.080 -0.069
2 O -0.398 1.273 -0.319
3 O 1.427 -0.094 0.342
4 O 0.367 -1.133 -3.715
5 O -2.080 0.610 2.102
6 O -2.397 2.215 -1.577
7 O 3.602 -0.866 -0.957
8 O -2.909 2.900 0.829
9 O 2.544 -0.311 2.497
10 O -1.928 -2.523 2.102
11 O 0.123 -0.771 3.581
12 O 3.077 2.045 -0.119
13 O -2.350 -0.170 -3.281
14 O -0.128 3.277 1.499
15 O -0.723 -0.619 1.002
16 O 1.622 -3.023 -1.202
17 O -2.368 -2.262 -1.712
18 O 2.503 -3.082 1.422
19 O -0.213 -0.880 -1.201
20 O 0.777 3.320 -1.447
21 H 1.899 -0.341 1.836
22 H -1.225 0.090 1.884
23 H -2.381 -0.935 -2.672
24 H -1.601 -1.700 -1.700
25 H 1.596 2.788 -1.275
26 H 3.382 2.051 -1.088
27 H 0.370 2.708 -0.700
28 H -2.758 2.463 -0.758
29 H -0.365 2.487 0.973
30 H 3.527 -0.346 2.084
31 H -0.123 -0.402 -4.241
32 H -0.065 -0.913 2.767
33 H 3.260 -0.646 -1.961
34 H 1.851 -3.121 0.639
35 H 2.778 -0.578 -0.292
36 H 2.478 1.333 0.072
37 H -2.136 0.673 -2.740
38 H 0.137 -0.980 -2.668
39 H 2.397 -2.343 -1.007
40 H 1.015 -0.564 3.195
41 H -0.618 2.988 2.395
42 H -2.446 -0.166 2.606
43 H -1.578 1.832 -1.368
44 H 0.727 -2.519 -1.460
45 H 2.511 -2.112 1.666
46 H -2.914 -1.749 -1.037
47 H -2.642 -2.744 1.429
48 H -1.385 -1.895 1.592
49 H -2.440 2.217 1.328
50 H -3.837 2.585 0.699

Entry 2:
Here is H30O19S as an isolated structure from OMol25. Energies are from the ωB97M-V functional and the def2-TZVPD basis.

As for the spin multiplicity: 1. The value obtained for the gap between HOMO and LUMO is 8.39 eV. The calculation puts the total energy at -1845.5556 Eh. The value obtained for the HOMO energy is -3.7 eV. As for the energy above the lowest of the compared OMol25 structures with the same formula, charge and spin: 1058.88 kJ/mol. As for the net charge: -2.

Positions of all 50 atoms, in Å:
1 S -10.495 64.270 -4.900
2 O -10.336 66.509 -7.339
3 O -11.342 64.403 -0.508
4 O -13.848 64.848 -5.906
5 O -10.038 64.863 -6.078
6 O -13.185 61.533 -4.497
7 O -10.740 65.234 -3.854
8 O -8.045 67.597 -4.222
9 O -12.646 65.999 -2.304
10 O -11.690 63.520 -5.226
11 O -9.687 61.273 -3.045
12 O -8.123 61.676 -6.056
13 O -7.797 65.449 -5.872
14 O -12.294 62.375 -7.429
15 O -9.403 65.612 -1.803
16 O -12.358 61.780 -2.018
17 O -9.644 63.149 -7.952
18 O -7.223 64.370 -4.088
19 O -10.575 67.408 -4.032
20 O -9.484 63.298 -4.506
21 H -10.734 64.851 -1.169
22 H -8.660 65.209 -5.764
23 H -8.963 67.320 -4.002
24 H -8.487 65.536 -2.165
25 H -11.907 62.485 -1.526
26 H -9.956 63.776 -7.221
27 H -12.372 61.413 -7.182
28 H -13.379 60.854 -4.982
29 H -11.935 65.866 -2.916
30 H -10.765 66.509 -3.865
31 H -8.109 64.003 -4.059
32 H -12.065 64.630 -1.052
33 H -8.493 62.366 -6.726
34 H -9.892 65.447 -2.545
35 H -11.727 62.609 -6.632
36 H -13.001 64.417 -5.719
37 H -14.319 64.742 -6.793
38 H -12.725 62.083 -2.837
39 H -8.669 62.147 -5.352
40 H -9.568 62.023 -3.578
41 H -8.000 68.673 -4.486
42 H -10.506 62.822 -8.020
43 H -10.359 61.574 -2.682
44 H -12.434 62.173 -4.946
45 H -11.047 66.166 -7.965
46 H -7.607 66.293 -5.245
47 H -7.273 64.967 -4.791
48 H -13.627 65.774 -2.878
49 H -10.189 65.708 -6.688
50 H -10.866 67.441 -5.049

Entry 3:
Here is a 15-piece molecular cluster, H31O15 overall from OMol25. Energies are from the ωB97M-V functional and the def2-TZVPD basis.

As for the spin multiplicity: 1. The value obtained for the gap between HOMO and LUMO is 10.47 eV. The calculation puts the total energy at -1146.9036 Eh. The value obtained for the HOMO energy is -13.6 eV. As for the energy above the lowest of the compared OMol25 structures with the same formula, charge and spin: 260.71 kJ/mol. As for the net charge: +1.

Positions of all 46 atoms, in Å:
1 O 1.743 -2.464 1.913
2 O -2.670 1.293 2.813
3 O 1.990 1.508 2.612
4 O -3.592 -1.193 -0.016
5 O 4.180 0.490 -1.065
6 O -1.691 -3.800 0.533
7 O -1.013 3.595 1.597
8 O -0.475 -1.353 2.953
9 O 1.804 1.306 -0.012
10 O 1.190 0.777 -3.280
11 O 0.799 -0.970 -0.891
12 O -0.870 -0.778 -3.766
13 O 2.799 -1.979 -1.744
14 O -3.199 2.409 -1.669
15 O -1.141 1.014 0.013
16 H -1.556 1.085 0.881
17 H -0.415 -1.231 -4.471
18 H 1.801 1.346 -2.804
19 H 2.153 0.673 2.147
20 H -3.754 3.156 -1.807
21 H -1.844 -3.855 -0.413
22 H 2.737 1.336 3.217
23 H 2.301 1.868 0.592
24 H 0.572 1.354 -3.734
25 H -2.735 2.636 -0.856
26 H -0.362 3.320 2.249
27 H -1.796 -0.865 -3.967
28 H 5.008 0.926 -0.848
29 H 3.553 0.706 -0.352
30 H -1.840 0.842 -0.617
31 H 1.771 -1.660 2.436
32 H -3.331 1.612 2.176
33 H -2.782 2.047 3.410
34 H 1.517 -1.285 -1.652
35 H 0.037 -0.516 -1.312
36 H 1.048 -0.114 -0.395
37 H -2.873 -0.973 0.495
38 H 1.612 -3.201 2.518
39 H 0.068 -1.504 2.172
40 H 3.064 -2.107 -0.837
41 H 3.381 -1.293 -2.071
42 H -1.387 -1.553 2.728
43 H 1.335 2.024 -0.450
44 H -0.397 3.830 0.892
45 H -3.713 -2.116 -0.189
46 H -1.213 -4.587 0.805